No. 1
# C6H8N2

2 unconnected molecules or ions with the total composition C6H8N2 in a non-equilibrium geometry (ωB97M-V with the def2-TZVPD basis set, OMol25).

Geometry as ORCA input:
```
! RIJCOSX wB97M-V def2-TZVPD def2/J DEFGRID3
* xyz 0 1
C -2.69 -0.55 -1.19
C -1.32 -0.19 -0.73
C -1.04 0.85 0.02
C -0.96 1.90 0.73
N -0.59 2.83 1.43
H -3.38 0.28 -1.07
H -2.66 -0.87 -2.24
H -3.05 -1.40 -0.61
H -0.53 -0.87 -1.03
H -1.27 3.51 1.76
C 2.12 -0.76 0.26
N 2.63 -1.77 -0.27
C 3.49 -0.99 0.68
H 1.26 -0.14 0.36
H 4.30 -0.40 0.26
H 3.69 -1.44 1.64
*
```

Results
Frontier orbital gap (eV): 8.94
SMILES: CC=C=C=N.C1=NC1
Strongest force on any atom (eV Å⁻¹): 1.192
HOMO energy (eV): -9.0
Energy relative to the best compared isomer or geometry (same formula, charge and spin) (kJ/mol): 459.4



No. 2
# C5H16O2

3 unconnected molecules or ions with the total composition C5H16O2 in a non-equilibrium geometry (ωB97M-V with the def2-TZVPD basis set, OMol25).

Geometry as ORCA input:
```
! RIJCOSX wB97M-V def2-TZVPD def2/J DEFGRID3
* xyz 0 1
C 1.13 -2.73 0.01
C -0.14 -2.14 -0.64
C 0.18 -0.65 -0.91
C -0.27 0.29 0.24
C -1.83 0.19 0.40
H 0.92 -3.70 0.49
H 1.48 -2.20 0.90
H 1.95 -2.99 -0.68
H -0.96 -2.18 0.06
H -0.10 -2.64 -1.63
H 1.29 -0.50 -0.93
H -0.19 -0.34 -1.89
H 0.23 0.23 1.21
H -0.05 1.33 0.01
H -2.25 0.99 1.01
H -2.21 0.19 -0.62
H -2.11 -0.77 0.84
O 3.59 0.25 1.08
H 4.34 0.84 0.91
H 2.88 0.54 0.50
O -2.59 5.74 -0.08
H -2.02 5.11 -0.52
H -3.28 5.14 0.23
*
```

Results
Frontier orbital gap (eV): 11.42
SMILES: CCCCC.O.O
Strongest force on any atom (eV Å⁻¹): 3.426
HOMO energy (eV): -10.9
Energy relative to the best compared isomer or geometry (same formula, charge and spin) (kJ/mol): 108.2



No. 3
# C2H9N2Si

A gas-phase ion, C2H9N2Si (charge +1) in a non-equilibrium geometry (ωB97M-V with the def2-TZVPD basis set, OMol25).

Geometry as ORCA input:
```
! RIJCOSX wB97M-V def2-TZVPD def2/J DEFGRID3
* xyz 1 1
C 0.63 0.99 -0.62
N -0.12 -0.13 0.09
C 0.26 -0.07 1.45
N 0.06 -1.38 -0.57
Si -1.47 -0.95 -1.11
H 0.28 1.91 -0.41
H 1.59 0.92 -0.20
H 0.67 0.80 -1.66
H 0.26 -1.05 1.99
H 1.24 0.31 1.61
H -0.44 0.56 1.97
H 0.92 -1.77 -0.76
H -1.19 -0.09 -2.21
H -2.65 -1.37 -0.42
*
```

Results
Frontier orbital gap (eV): 10.08
SMILES: C[N+]1(C)N[SiH2]1
Strongest force on any atom (eV Å⁻¹): 3.675
HOMO energy (eV): -15.0
Energy relative to the best compared isomer or geometry (same formula, charge and spin) (kJ/mol): 93.2